No. 1
{
  "formula": "C5H10S",
  "method": "ωB97M-V with the def2-TZVPD basis set",
  "symbols": ["C", "C", "C", "C", "C", "S", "H", "H", "H", "H", "H", "H", "H", "H", "H", "H"],
  "positions_angstrom": [[1.0370, 1.0431, -1.0770], [0.3601, 0.8162, 0.3215], [0.7502, -0.2293, 1.3487], [-0.5561, -0.3772, 0.5494], [-0.6470, -1.4105, -0.5509], [-2.0844, -0.0335, 1.3867], [0.3801, 0.7287, -1.8944], [1.2064, 2.0635, -1.2985], [1.9374, 0.3999, -1.2370], [-0.1264, 1.6792, 0.6985], [1.6777, -0.8724, 1.3009], [0.6712, 0.3029, 2.2734], [-1.5664, -1.2175, -1.1014], [-0.6995, -2.4168, -0.1284], [0.1322, -1.4331, -1.2554], [-2.4725, 0.9568, 0.6638]],
  "e_homo_ev": -9.01,
  "e_tot_ev": -16181.026,
  "smiles": "C[C@@H]1C[C@@]1(C)S",
  "e_above_lowest_kcal_mol": 33.5,
  "fmax_ev_per_a": 2.5
}

No. 2
{
  "formula": "C5H10S",
  "method": "ωB97M-V with the def2-TZVPD basis set",
  "symbols": ["C", "C", "C", "C", "C", "H", "H", "H", "H", "H", "H", "H", "H", "H", "H", "S"],
  "positions_angstrom": [[-0.5540, 0.7872, 0.7890], [0.3239, -0.1475, 0.2381], [-0.1942, -1.4288, 0.9257], [0.0565, -0.2256, -1.2242], [-0.0743, 0.8070, -1.9761], [-0.2372, 1.8969, 0.8442], [-0.8912, 0.4831, 1.9732], [-1.5379, 1.0072, 0.0100], [-0.1875, -1.4419, 2.0539], [-1.1905, -1.6255, 0.6364], [0.4266, -2.2075, 0.7170], [2.3947, 0.9372, 0.2430], [-0.2054, -1.6127, -1.6343], [-0.2658, 0.9383, -3.0317], [0.0077, 2.0228, -1.3330], [2.1288, -0.1901, 0.7690]],
  "e_homo_ev": -9.25,
  "e_tot_ev": -16177.340,
  "e_above_lowest_kcal_mol": 118.5,
  "fmax_ev_per_a": 9.2
}